A molecular structure, C49H58CaClIN7P2. Source: OMol25; level of theory: ωB97M-V/def2-TZVPD.

The HOMO-LUMO gap is 4.63 eV. The total charge is -1. For the LUMO energy, the calculation gives 2.1 eV. The total energy is -119825.9499 eV. The value obtained for the HOMO energy is -2.57 eV.

Positions of all 119 atoms, in Å:
Ca -0.1574 0.7560 0.3389
C -0.8530 4.7100 -1.5041
C -1.5710 3.8180 -2.5098
C -1.9770 2.3919 -2.0589
N -1.8149 2.0582 -0.6579
C -2.5778 2.6021 0.2453
C -3.6546 3.4884 -0.0827
C -4.3103 4.4377 0.6616
C -4.1581 4.8012 1.9952
C -3.3844 4.1136 2.9116
C -2.6688 2.9381 2.7933
C -2.3891 2.1075 1.6763
N -1.9264 0.8854 1.7848
C -1.9144 0.2206 3.0761
C -0.6200 0.2812 3.9087
C 0.6146 -0.3897 3.2792
N 1.1287 0.4578 2.2254
C 2.0315 1.3613 2.4786
C 2.7107 1.5113 3.7232
C 3.9335 2.0880 4.0024
C 4.8173 2.7788 3.1881
C 4.5184 3.2326 1.9033
C 3.3541 3.1584 1.1865
C 2.1253 2.4819 1.4654
N 0.9867 2.7760 0.8970
C 0.8031 4.1265 0.3880
C 0.5757 4.2749 -1.1257
H -1.4533 4.8075 -0.5955
H -0.8262 5.7132 -1.9413
H -0.9185 3.7032 -3.3797
H -2.4590 4.3415 -2.8762
H -1.3662 1.6735 -2.6133
H -3.0133 2.1929 -2.3661
H -3.9221 3.4670 -1.1320
H -5.0341 5.0218 0.0969
H -4.7042 5.6678 2.3451
H -3.3679 4.5362 3.9135
H -2.2214 2.5915 3.7143
H -2.1115 -0.8396 2.8697
H -2.7481 0.5812 3.6959
H -0.8436 -0.2181 4.8599
H -0.3667 1.3194 4.1428
H 0.3089 -1.3447 2.8466
H 1.3610 -0.6122 4.0505
H 2.2418 1.0129 4.5606
H 4.2649 1.9410 5.0288
H 5.7790 3.0484 3.6037
H 5.3188 3.7726 1.4009
H 3.3609 3.6583 0.2248
H 1.6321 4.7623 0.7192
H -0.0938 4.5016 0.8961
H 0.8464 3.3448 -1.6235
H 1.2869 5.0102 -1.5123
C -4.8152 -2.7211 -0.5878
P -3.7210 -1.2555 -0.3522
C -4.8766 -0.1864 0.5833
C -3.8142 -0.5663 -2.0522
C -4.9782 0.0478 -2.5056
C -5.0795 0.5438 -3.7961
C -4.0049 0.4038 -4.6571
C -2.8446 -0.2113 -4.2165
C -2.7207 -0.6889 -2.9138
P -1.0967 -1.3120 -2.2931
C -1.4019 -3.1271 -2.2353
C -0.0661 -1.2569 -3.7981
H -5.7714 -2.4489 -1.0412
H -5.0072 -3.1847 0.3807
H -4.3229 -3.4570 -1.2229
H -5.9172 -0.3042 0.2718
H -4.5921 0.8584 0.4827
H -4.7976 -0.4441 1.6400
H -5.8189 0.1562 -1.8346
H -5.9879 1.0339 -4.1207
H -4.0613 0.7830 -5.6683
H -2.0086 -0.2871 -4.8959
H -1.9276 -3.4695 -3.1302
H -1.9688 -3.4022 -1.3511
H -0.4378 -3.6341 -2.1779
H 0.0572 -0.2360 -4.1605
H -0.4489 -1.9014 -4.5929
H 0.9407 -1.5633 -3.5091
N 0.1025 -6.6918 2.6610
C -0.0048 -5.4123 2.1541
C -1.2399 -4.8679 1.8052
C -1.2812 -3.5969 1.2627
N -0.2150 -2.8334 1.0417
C 0.9586 -3.3578 1.3949
C 1.1204 -4.6200 1.9339
H -0.7271 -7.0750 3.0853
H 0.9469 -6.9000 3.1678
H -2.1568 -5.4230 1.9534
H -2.2330 -3.1559 0.9932
H 1.8246 -2.7232 1.2397
H 2.1102 -4.9745 2.1845
I 5.2184 -0.4006 1.3330
C 4.6808 -1.6463 -0.2532
C 5.6224 -1.9871 -1.2213
C 5.2032 -2.7738 -2.2799
C 3.8740 -3.1849 -2.3452
C 3.0269 -2.7852 -1.3310
N 3.4216 -2.0345 -0.2999
H 6.6362 -1.6242 -1.1424
H 5.9007 -3.0449 -3.0617
H 3.5000 -3.7749 -3.1689
H 1.9765 -3.0591 -1.3424
Cl 4.0458 1.8972 -7.5208
C 3.4037 1.5740 -5.9173
C 2.3459 2.3231 -5.4174
C 1.8346 2.0667 -4.1680
C 2.3508 1.0375 -3.3164
C 1.8140 0.7282 -2.0825
C 3.4370 0.2970 -3.8857
C 3.9410 0.5589 -5.1363
H 1.9161 3.1154 -6.0200
H 1.0081 2.6709 -3.8155
H 2.2199 -0.0565 -1.4633
H 1.0557 1.3741 -1.6667
H 3.8906 -0.4905 -3.2965
H 4.7679 -0.0312 -5.5177

Atom charges from the Löwdin analysis, given in e for atoms 1 to 99:
1. Ca 1.247
2. C -0.199
3. C -0.175
4. C -0.226
5. N -0.061
6. C -0.272
7. C -0.053
8. C -0.113
9. C -0.143
10. C -0.116
11. C -0.041
12. C -0.272
13. N -0.108
14. C -0.252
15. C -0.162
16. C -0.244
17. N -0.092
18. C -0.287
19. C -0.062
20. C -0.147
21. C -0.184
22. C -0.155
23. C -0.060
24. C -0.253
25. N -0.062
26. C -0.221
27. C -0.160
28. H 0.086
29. H 0.105
30. H 0.092
31. H 0.100
32. H 0.081
33. H 0.094
34. H 0.093
35. H 0.099
36. H 0.081
37. H 0.097
38. H 0.084
39. H 0.098
40. H 0.105
41. H 0.108
42. H 0.107
43. H 0.074
44. H 0.100
45. H 0.082
46. H 0.096
47. H 0.079
48. H 0.100
49. H 0.105
50. H 0.100
51. H 0.106
52. H 0.071
53. H 0.108
54. C -0.291
55. P 0.903
56. C -0.284
57. C -0.404
58. C -0.106
59. C -0.092
60. C -0.086
61. C -0.102
62. C -0.405
63. P 0.894
64. C -0.292
65. C -0.300
66. H 0.034
67. H 0.031
68. H 0.024
69. H 0.032
70. H 0.022
71. H 0.035
72. H 0.090
73. H 0.098
74. H 0.101
75. H 0.087
76. H 0.045
77. H -0.018
78. H 0.027
79. H 0.033
80. H 0.046
81. H 0.025
82. N 0.100
83. C -0.335
84. C -0.023
85. C -0.178
86. N 0.062
87. C -0.163
88. C -0.015
89. H 0.089
90. H 0.089
91. H 0.104
92. H 0.046
93. H 0.084
94. H 0.108
95. I 0.964
96. C -0.795
97. C -0.140
98. C -0.080
99. C -0.070